This record from the Open Molecules 2025 dataset describes a structure of composition C19H20BrIrN2O3Se2Te2 at a distorted geometry. The level of theory is ωB97M-V with the def2-TZVPD basis set.

```
50
Properties=species:S:1:pos:R:3:forces:R:3
Ir 0.997 0.768 -1.632 -0.90 -0.60 -0.09
O -2.951 1.848 -2.389 -0.07 0.08 -0.07
C -3.591 1.864 -1.265 -0.10 0.01 0.12
C -4.990 2.080 -1.187 0.03 -0.01 -0.03
C -5.655 2.102 0.025 -0.01 0.00 0.02
C -4.973 1.926 1.227 0.01 -0.01 -0.02
C -3.597 1.719 1.174 -0.01 0.03 0.03
C -2.912 1.676 -0.026 0.00 -0.06 -0.02
C -1.443 1.355 -0.046 0.09 -0.02 -0.07
O -0.797 1.952 -1.180 0.38 0.11 0.30
N -1.243 -0.075 -0.181 -0.16 -0.22 -0.21
N 0.166 -0.329 -0.071 -0.24 0.10 0.05
C 0.468 -1.453 0.613 0.18 0.07 -0.15
C 1.631 -2.051 0.838 -0.13 -0.16 0.05
Br 2.835 -0.803 -2.092 0.10 0.03 0.00
C 2.692 -2.560 1.416 0.03 0.06 -0.08
C 3.292 -2.015 2.653 0.01 -0.01 0.04
C 3.039 -0.702 3.061 -0.02 -0.02 -0.03
C 3.586 -0.212 4.234 0.01 0.01 0.02
C 4.403 -1.014 5.027 -0.01 0.00 0.00
C 4.678 -2.312 4.621 0.02 0.01 0.01
C 4.132 -2.802 3.442 -0.01 -0.01 -0.02
H -1.555 1.951 -1.888 -0.01 -0.05 -0.09
H -5.524 2.228 -2.119 0.00 0.00 0.00
H -6.728 2.268 0.038 0.01 0.00 0.00
H -5.495 1.952 2.175 0.00 0.01 0.00
H -3.034 1.588 2.096 0.00 -0.01 -0.01
H -0.918 1.750 0.836 0.00 -0.02 -0.01
H -1.770 -0.585 0.522 0.10 0.12 0.13
H -0.390 -1.985 1.038 0.01 0.07 0.11
H 3.223 -3.407 0.977 0.01 -0.01 0.00
H 2.435 -0.067 2.422 0.01 0.02 0.01
H 3.392 0.814 4.522 -0.01 0.00 -0.01
H 4.831 -0.624 5.943 0.01 0.00 0.00
H 5.323 -2.944 5.221 0.00 0.00 0.00
H 4.354 -3.815 3.122 0.00 0.00 0.00
Se 1.632 2.539 -3.219 0.03 0.23 -0.43
Te 4.097 2.527 -3.424 0.16 0.07 0.25
Te 4.583 2.439 -0.652 0.16 0.02 -0.25
Se 2.247 2.143 0.128 0.06 0.20 0.40
C -1.270 -2.286 -3.305 0.00 -0.01 0.00
O -0.274 -1.514 -2.640 0.02 0.06 0.00
C -0.128 -0.230 -2.868 0.25 -0.05 0.02
C -0.907 0.332 -4.008 -0.02 -0.05 0.07
H -2.238 -1.787 -3.260 0.00 -0.01 0.00
H -1.312 -3.225 -2.757 0.00 0.00 -0.01
H -0.991 -2.480 -4.341 0.00 0.01 0.00
H -0.962 -0.355 -4.855 0.02 0.01 0.01
H -0.466 1.273 -4.324 0.01 0.01 -0.01
H -1.921 0.540 -3.641 0.00 0.00 -0.05
```
Positions in Å, forces in eV/Å.

Computed properties:
Relative energy (zero: lowest compared OMol25 entry of this formula, charge and spin) ... 0.0 kcal per mole
Total charge ... -2
Kohn-Sham gap ... 5.0 eV

=====

This record from the Open Molecules 2025 dataset describes a structure of composition C19H20BrN6SiTi. The level of theory is ωB97M-V with the def2-TZVPD basis set.

```
48
Properties=species:S:1:pos:R:3:forces:R:3
Ti -0.017 0.043 -0.394 0.09 -0.31 0.20
N -1.365 3.704 -2.201 -0.13 -0.06 0.08
C -1.768 2.658 -1.495 -0.04 0.01 -0.04
N -0.707 1.893 -1.231 0.03 -0.10 0.09
C 0.333 2.574 -1.828 -0.12 0.25 -0.01
N -0.042 3.674 -2.414 0.15 -0.04 -0.07
C 1.706 2.095 -1.730 0.16 -0.05 -0.06
C 2.773 2.700 -2.385 -0.07 -0.03 0.12
N 4.007 2.237 -2.245 0.08 0.01 -0.03
C 4.193 1.171 -1.479 -0.05 -0.05 0.05
C 3.133 0.530 -0.847 0.00 0.00 -0.02
N 1.884 0.998 -0.965 -0.21 -0.03 -0.17
H -1.918 4.472 -2.566 0.00 -0.02 0.01
H -2.790 2.482 -1.201 -0.01 0.00 0.00
H 2.620 3.562 -3.023 -0.02 0.02 0.02
H 5.206 0.806 -1.368 0.00 -0.01 0.00
H 3.285 -0.360 -0.251 0.01 0.01 0.01
C 0.601 2.483 2.103 -0.04 -0.16 0.06
Si -0.489 0.988 1.973 0.04 0.34 -0.07
C -2.201 1.154 2.645 0.10 -0.12 -0.06
C 0.332 -0.678 1.914 -0.17 0.02 -0.02
C 1.732 -0.824 2.062 0.03 0.12 0.06
C 2.288 -2.051 2.376 0.02 0.05 -0.01
C 1.463 -3.160 2.544 -0.02 0.00 -0.05
C 0.083 -3.054 2.384 -0.07 0.04 0.03
C -0.481 -1.830 2.075 0.01 -0.02 -0.07
H 0.773 2.700 3.163 -0.02 -0.01 0.02
H 0.085 3.350 1.685 -0.01 0.01 0.00
H 1.579 2.393 1.631 -0.02 -0.05 -0.03
H -2.117 1.221 3.735 0.03 0.02 0.01
H -2.882 0.334 2.424 0.03 -0.02 -0.05
H -2.643 2.091 2.303 -0.01 0.02 0.00
H 2.368 0.052 2.010 0.04 -0.01 -0.03
H 3.354 -2.145 2.536 0.01 0.02 -0.01
H 1.900 -4.111 2.821 -0.01 -0.02 0.00
H -0.548 -3.918 2.548 0.00 0.00 -0.01
H -1.561 -1.746 2.010 0.03 -0.02 -0.02
Br 1.018 -2.456 -1.157 0.00 -0.04 0.02
C -0.853 -2.501 -1.489 -0.16 0.06 -0.04
C -1.480 -3.605 -2.010 0.05 -0.01 0.00
C -2.854 -3.511 -2.215 0.00 0.06 0.03
C -3.524 -2.335 -1.890 0.03 -0.01 0.01
C -2.805 -1.281 -1.368 -0.04 -0.01 -0.01
N -1.473 -1.357 -1.166 0.26 0.16 0.09
H -0.925 -4.500 -2.254 0.00 0.00 0.00
H -3.396 -4.352 -2.629 0.01 -0.01 0.00
H -4.589 -2.240 -2.043 -0.01 0.01 0.00
H -3.285 -0.349 -1.098 0.00 -0.01 -0.01
```
Positions in Å, forces in eV/Å.

Computed properties:
Total charge ... +3
Kohn-Sham gap (alpha / beta) ... 7.6 / 7.6 eV

=====

Number 1 is which compound?
C19H20BrIrN2O3Se2Te2

=====

Look up the total charge of the second one.
+3

=====

total charge of number 2 (C19H20BrN6SiTi)?
+3